Model A:
# C4H7NO3

An isolated molecule of C4H7NO3 (the ωB97M-V functional and the def2-TZVPD basis, the OMol25 dataset).

Geometry as XYZ:
```
15
Properties=species:S:1:pos:R:3
C 1.9254 0.5669 -0.3689
C 1.2725 -0.6023 0.3981
C 0.0134 -0.2608 1.2702
C -2.4793 -0.0284 -0.9966
H 0.1921 1.2564 -0.8696
H 1.0421 -1.3176 -0.4518
H 2.1226 -1.0517 0.8959
H 0.1051 0.7517 1.5707
H 0.0312 -0.8538 2.1662
H -3.1188 -0.7106 -0.4578
H -2.8288 0.5326 -1.8554
N -1.3378 0.2073 -0.4750
O 1.1354 1.4282 -1.0192
O 3.1210 0.6858 -0.4516
O -1.1961 -0.6037 0.6448
```

Highest occupied orbital energy ... -9.9 eV
Net charge ... 0
Structure (SMILES) ... C=NOCCC(=O)O

Model B:
# C4H7NO3

An isolated molecule of C4H7NO3 (the ωB97M-V functional and the def2-TZVPD basis, the OMol25 dataset).

Geometry as XYZ:
```
15
Properties=species:S:1:pos:R:3
C 2.4398 -0.0672 0.0986
C 1.2273 0.1042 -0.4917
C 0.0246 -0.6506 0.2779
C -1.3109 -0.0899 -0.2428
H 3.2395 0.1470 -0.3441
H 2.7016 -1.0438 0.0427
H 2.5107 0.2915 1.1512
H 0.2405 -1.6110 -0.4635
H -0.2626 0.1933 2.0882
H -0.6338 -1.6555 1.7944
H -2.6275 1.2048 0.5299
N 0.2384 -0.8239 1.6979
O 0.9951 0.9681 -1.3423
O -1.7461 0.7836 0.7067
O -1.8893 -0.1940 -1.1815
```

Highest occupied orbital energy ... -9.5 eV
Net charge ... 0
Structure (SMILES) ... CC(=O)[C@@H](N)C(=O)O

It is model A that is most stable; the runner-up trails by 0.0646 hartree.

Model A:
# C4H7NO3

A cluster of 2 separate species, C4H7NO3 in total (the ωB97M-V functional and the def2-TZVPD basis, the OMol25 dataset).

Geometry as XYZ:
```
15
Properties=species:S:1:pos:R:3
C -1.3227 0.8092 -0.3282
C -0.2002 -0.0173 0.1583
C -0.2320 -1.5281 -0.0316
C 1.7182 1.1149 0.3478
N -1.2547 0.6858 1.0013
O -1.8452 1.3912 -1.2822
O -1.5088 -2.0662 0.0854
O 2.4036 0.9727 -0.8576
H 0.4086 -1.9792 0.8341
H 0.3503 -1.6198 -1.0043
H 2.3419 0.5735 1.0653
H 1.0503 1.8646 0.6200
H -1.8712 0.1946 1.5517
H -2.1339 -2.0159 -0.6736
H 2.0959 1.6200 -1.4865
```

Highest occupied orbital energy ... -8.4 eV
Net charge ... 0

Model B:
# C4H7NO3

A cluster of 2 separate species, C4H7NO3 in total (the ωB97M-V functional and the def2-TZVPD basis, the OMol25 dataset).

Geometry as XYZ:
```
15
Properties=species:S:1:pos:R:3
C -0.3573 1.5503 -0.9543
C -0.3219 0.5259 0.3245
O -1.5568 0.0405 0.5692
O -1.5629 2.2580 -0.8548
O 0.4484 0.8335 1.2197
H -2.1972 0.5389 0.0254
H -1.5025 2.8607 -0.0987
H -0.3731 0.9877 -1.8885
H 0.5242 2.1923 -0.9554
C 1.2934 -2.1743 0.8536
C 0.7506 -1.4346 -0.2675
N 0.5984 -1.1378 -1.3867
H 0.5660 -2.9156 1.1835
H 2.2228 -2.6664 0.5717
H 1.4679 -1.4590 1.6584
```

Highest occupied orbital energy ... -9.8 eV
Net charge ... 0
Structure (SMILES) ... O=C(O)CO.CC#N

It is model B that is most stable; the runner-up trails by 0.1242 hartree.